No. 1
Density functional theory data (the ωB97M-V functional and the def2-TZVPD basis) for a molecular structure, C3H6N2O3.

Max |F| ... 9.22 eV/A
Kohn-Sham gap ... 9.78 eV
HOMO energy ... -9.98 eV

Geometry (Å):
C (-1.619, 0.887, 2.361)
C (0.885, -0.706, 0.492)
C (0.699, -0.015, -2.779)
H (-2.644, 1.377, 2.318)
H (-1.122, 0.582, 3.622)
H (1.316, -1.385, 1.126)
H (1.617, 0.166, 0.447)
H (-0.703, 0.193, -1.366)
H (1.596, -0.596, -2.842)
N (-1.115, 0.643, 1.041)
N (0.164, -0.171, -1.530)
O (-0.211, -0.506, 1.465)
O (0.686, -1.322, -0.833)
O (0.451, 0.855, -3.521)

Löwdin population analysis, charges in e, atoms 1 to 2: atom 1 (C): -0.02, atom 2 (C): -0.18


No. 2
Density functional theory data (the ωB97M-V functional and the def2-TZVPD basis) for a molecular structure, C18H42BeClN3O6.

Max |F| ... 3.45 eV/A
Net charge ... +2
Kohn-Sham gap ... 1.86 eV
HOMO energy ... -13.09 eV

Geometry (Å):
Be (2.935, -1.916, 1.771)
N (0.917, -1.040, -3.768)
H (0.097, -0.454, -3.980)
H (1.580, -0.819, -4.512)
H (0.703, -2.033, -3.798)
H (1.391, -0.810, -2.890)
Cl (2.080, 0.580, -0.014)
O (1.767, 1.878, -0.490)
O (1.504, -0.421, -0.865)
O (3.538, 0.349, 0.033)
O (1.601, 0.281, 1.323)
C (1.405, -1.031, 6.373)
C (1.331, -0.661, 4.841)
C (0.507, 0.668, 4.722)
C (1.198, 1.967, 5.125)
C (2.487, 2.080, 4.343)
C (3.343, 0.821, 4.514)
N (2.608, -0.428, 4.170)
O (3.429, -1.560, 4.202)
C (4.533, 0.867, 3.535)
C (3.963, 0.893, 5.930)
C (0.486, -1.692, 4.039)
H (1.609, -0.142, 6.963)
H (2.120, -1.823, 6.605)
H (0.428, -1.433, 6.630)
H (0.023, 0.769, 3.751)
H (-0.329, 0.472, 5.398)
H (1.446, 2.012, 6.186)
H (0.551, 2.808, 4.877)
H (3.125, 2.937, 4.546)
H (2.217, 2.105, 3.282)
H (5.326, 0.174, 3.829)
H (4.264, 0.564, 2.521)
H (5.066, 1.816, 3.579)
H (3.403, 1.282, 6.778)
H (4.504, -0.015, 6.211)
H (4.764, 1.632, 5.860)
H (0.048, -1.304, 3.119)
H (-0.325, -2.059, 4.663)
H (1.141, -2.508, 3.708)
H (3.719, -1.585, 5.136)
C (-1.366, -0.451, -6.544)
C (-2.528, -0.142, -5.570)
C (-3.559, -1.342, -5.591)
C (-4.397, -1.458, -4.323)
C (-3.514, -1.382, -3.063)
C (-2.747, -0.056, -2.949)
N (-1.976, 0.077, -4.197)
O (-0.998, 1.061, -4.168)
C (-3.765, 1.101, -2.749)
C (-1.849, -0.117, -1.694)
C (-3.310, 1.089, -6.077)
H (-0.915, 0.514, -6.776)
H (-1.712, -0.956, -7.443)
H (-0.648, -1.107, -6.049)
H (-4.289, -1.133, -6.374)
H (-3.036, -2.254, -5.887)
H (-5.018, -2.353, -4.319)
H (-5.110, -0.633, -4.398)
H (-2.847, -2.245, -3.141)
H (-4.146, -1.499, -2.181)
H (-4.505, 1.281, -3.525)
H (-4.303, 0.872, -1.829)
H (-3.211, 2.038, -2.650)
H (-1.325, 0.835, -1.592)
H (-2.477, -0.163, -0.806)
H (-1.190, -0.976, -1.802)
H (-2.738, 1.983, -5.805)
H (-4.246, 1.166, -5.532)
H (-3.320, 1.122, -7.164)
H (-1.457, 1.910, -4.049)

Löwdin population analysis, charges in e, atoms 1 to 2: atom 1 (Be): 1.25, atom 2 (N): 0.32


No. 3
Density functional theory data (the ωB97M-V functional and the def2-TZVPD basis) for a molecular structure, C23H45N4O2P3Pd.

Max |F| ... 8.69 eV/A
Net charge ... +4
Spin multiplicity ... 5
Kohn-Sham gap (spin up / spin down) ... 5.62 / 2.84 eV
HOMO energy (spin up / spin down) ... -17.34 / -17.34 eV

Geometry (Å):
P (-1.141, 3.108, -1.513)
C (-2.859, 2.796, -1.864)
H (-3.422, 3.694, -1.557)
H (-3.248, 1.911, -1.318)
H (-2.996, 2.654, -2.948)
C (-0.963, 3.835, 0.120)
H (-0.021, 4.400, 0.192)
H (-0.978, 3.053, 0.895)
H (-1.808, 4.518, 0.293)
C (-0.316, 4.114, -2.738)
H (-0.738, 5.129, -2.703)
H (-0.486, 3.695, -3.741)
H (0.765, 4.163, -2.532)
P (3.238, -1.314, -2.185)
C (1.947, -2.337, -2.995)
H (2.381, -2.984, -3.775)
H (1.201, -1.654, -3.431)
H (1.440, -2.938, -2.223)
C (4.263, -0.795, -3.610)
H (5.195, -0.359, -3.223)
H (3.722, 0.003, -4.140)
H (4.478, -1.634, -4.285)
C (4.295, -2.622, -1.447)
H (4.731, -3.283, -2.211)
H (3.687, -3.205, -0.740)
H (5.091, -2.130, -0.869)
P (0.303, -1.358, 3.265)
C (-0.975, -2.587, 3.331)
H (-1.496, -2.510, 4.300)
H (-0.524, -3.591, 3.255)
H (-1.699, -2.433, 2.501)
C (1.753, -1.633, 4.276)
H (1.456, -1.762, 5.330)
H (2.435, -0.769, 4.209)
H (2.284, -2.535, 3.934)
C (-0.319, 0.298, 3.596)
H (-0.734, 0.338, 4.616)
H (-1.114, 0.569, 2.883)
H (0.500, 1.034, 3.517)
Pd (3.017, 1.131, 0.437)
C (-0.140, 1.582, -1.412)
O (0.210, 0.460, -1.461)
C (0.928, -1.241, 1.547)
O (0.930, -1.459, 0.385)
C (4.744, 1.119, 1.599)
C (3.779, 1.935, 2.194)
C (3.146, 2.936, 1.454)
C (3.479, 3.138, 0.116)
C (4.450, 2.336, -0.475)
C (5.083, 1.331, 0.259)
H (5.171, 0.265, 2.136)
H (3.433, 1.707, 3.204)
H (2.318, 3.496, 1.884)
H (2.940, 3.870, -0.484)
H (4.660, 2.449, -1.541)
H (5.776, 0.650, -0.244)
C (-2.604, -2.596, -0.333)
N (-2.807, -1.784, 0.897)
C (-4.216, -2.000, 1.338)
N (-5.183, -1.605, 0.301)
C (-4.926, -2.408, -0.916)
N (-3.530, -2.211, -1.402)
C (-3.356, -0.788, -1.709)
N (-3.575, 0.069, -0.511)
C (-2.647, -0.363, 0.547)
C (-4.964, -0.185, -0.032)
H (-2.770, -3.656, -0.090)
H (-1.576, -2.439, -0.680)
H (-4.393, -1.397, 2.240)
H (-4.354, -3.071, 1.545)
H (-5.624, -2.098, -1.708)
H (-5.061, -3.472, -0.675)
H (-2.335, -0.623, -2.080)
H (-4.090, -0.511, -2.480)
H (-2.838, 0.242, 1.445)
H (-1.616, -0.210, 0.195)
H (-5.667, 0.103, -0.825)
H (-5.118, 0.416, 0.873)

Löwdin population analysis, charges in e, atoms 1 to 2: atom 1 (P): 0.84, atom 2 (C): -0.16


No. 4
Density functional theory data (the ωB97M-V functional and the def2-TZVPD basis) for a single C4H2Cl2O2 molecule.

Max |F| ... 1.32 eV/A
SMILES ... O=C1OC=C(Cl)[C@H]1Cl
Kohn-Sham gap ... 10.02 eV
HOMO energy ... -9.88 eV

Geometry (Å):
O (-2.488, 0.154, 0.274)
C (-1.336, -0.082, 0.096)
O (-0.882, -1.249, -0.454)
C (0.506, -1.214, -0.505)
C (1.001, -0.083, -0.040)
Cl (2.656, 0.347, 0.064)
C (-0.113, 0.808, 0.416)
Cl (-0.213, 2.357, -0.437)
H (0.936, -2.088, -0.894)
H (-0.067, 1.050, 1.480)

Löwdin population analysis, charges in e, atoms 1 to 2: atom 1 (O): 0.16, atom 2 (C): -0.47


No. 5
Density functional theory data (the ωB97M-V functional and the def2-TZVPD basis) for 2 unconnected molecules or ions with the total composition C2H7NO2.

Max |F| ... 2.46 eV/A
Net charge ... -1
Spin multiplicity ... 2
Kohn-Sham gap (spin up / spin down) ... 2.93 / 6.31 eV
HOMO energy (spin up / spin down) ... 0.76 / -2.77 eV

Geometry (Å):
O (-0.983, 2.696, 0.447)
C (-0.608, 1.820, 1.270)
H (-1.277, 1.143, 1.862)
H (0.430, 1.533, 1.567)
N (-0.753, -1.119, -0.875)
C (0.468, -0.954, -0.149)
O (1.475, -0.107, -0.700)
H (-0.694, -1.765, -1.635)
H (-1.121, -0.221, -1.143)
H (0.884, -1.963, -0.030)
H (0.277, -0.527, 0.827)
H (1.902, -0.537, -1.442)

Löwdin population analysis, charges in e, atoms 1 to 2: atom 1 (O): -0.31, atom 2 (C): -0.50


No. 6
Density functional theory data (the ωB97M-V functional and the def2-TZVPD basis) for a molecular structure, C28H22Br4N3O5Ru.

Max |F| ... 1.05 eV/A
Net charge ... +1
Spin multiplicity ... 5
Kohn-Sham gap (spin up / spin down) ... 8.36 / 6.09 eV
HOMO energy (spin up / spin down) ... -10.61 / -10.84 eV

Geometry (Å):
Ru (-0.563, 0.714, -1.733)
C (0.128, -4.342, 3.411)
O (0.264, -2.977, 3.025)
C (1.350, -2.306, 3.478)
C (2.345, -2.843, 4.284)
C (3.413, -2.046, 4.681)
C (3.500, -0.718, 4.296)
C (2.498, -0.176, 3.503)
C (1.439, -0.965, 3.088)
N (0.406, -0.431, 2.260)
C (0.541, -0.263, 0.928)
N (1.771, -0.385, 0.428)
C (2.223, -0.042, -0.851)
C (1.410, 0.472, -1.857)
C (2.014, 0.796, -3.087)
C (3.368, 0.630, -3.275)
C (4.173, 0.124, -2.256)
C (3.604, -0.211, -1.043)
O (4.276, -0.705, 0.032)
C (5.681, -0.892, -0.092)
N (-0.491, 0.073, 0.152)
C (-1.769, 0.262, 0.779)
C (-2.448, -0.744, 1.445)
C (-3.696, -0.490, 2.001)
C (-4.264, 0.765, 1.863)
C (-3.616, 1.766, 1.148)
C (-2.375, 1.506, 0.597)
O (-1.676, 2.364, -0.215)
C (-2.291, 3.607, -0.553)
H (-0.794, -4.690, 2.955)
H (0.056, -4.436, 4.495)
H (0.964, -4.936, 3.040)
H (2.300, -3.873, 4.605)
H (4.182, -2.476, 5.308)
H (4.328, -0.105, 4.622)
H (2.522, 0.864, 3.202)
H (-0.540, -0.493, 2.602)
H (2.498, -0.679, 1.069)
H (1.407, 1.182, -3.895)
H (3.819, 0.888, -4.224)
H (5.233, -0.002, -2.420)
H (5.908, -1.612, -0.879)
H (6.016, -1.282, 0.864)
H (6.181, 0.055, -0.298)
H (-1.996, -1.727, 1.519)
H (-4.224, -1.274, 2.525)
H (-5.235, 0.970, 2.292)
H (-4.094, 2.726, 1.015)
H (-1.586, 4.128, -1.195)
H (-2.474, 4.197, 0.344)
H (-3.229, 3.440, -1.088)
Br (-4.417, 2.521, -7.266)
C (-3.868, 1.865, -5.613)
C (-4.857, 1.367, -4.684)
Br (-6.664, 1.406, -5.152)
C (-4.481, 0.873, -3.465)
Br (-5.678, 0.221, -2.184)
C (-3.101, 0.836, -3.115)
O (-2.672, 0.381, -2.009)
C (-2.114, 1.372, -4.040)
O (-0.885, 1.362, -3.655)
C (-2.529, 1.869, -5.290)
Br (-1.190, 2.517, -6.428)

Löwdin population analysis, charges in e, atoms 1 to 2: atom 1 (Ru): 1.58, atom 2 (C): -0.05


Number 6 is which compound? C28H22Br4N3O5Ru